No. 1
15
Properties=species:S:1:pos:R:3:forces:R:3 method="wB97M-V/def2-TZVPD" e_above_lowest_kcal_mol=145.1 homo_lumo_gap_ev=8.33 homo_ev=-7.67 fmax_ev_per_a=4.661
C -0.316868 -1.167401 -1.161435 1.428 0.129 -0.870
C 1.987102 0.304920 -0.514899 -2.830 -1.174 -1.147
O 0.378251 -0.424025 -0.175951 3.947 0.023 -1.039
H 0.328362 -1.360176 -2.023639 0.058 0.027 -0.100
H -1.142312 -0.557553 -1.539675 -0.299 -0.451 0.293
H -0.547009 -2.159104 -0.765966 -0.546 0.264 0.054
H 1.686060 0.752944 -1.459783 0.424 -0.092 0.019
H 2.786685 -0.428915 -0.602890 -0.625 -0.417 0.025
H 2.305189 1.079129 0.172436 -0.829 -0.139 0.599
C -0.575461 0.507469 1.299872 -1.022 1.553 4.274
C -1.921305 0.672073 1.104329 1.483 0.602 -0.983
H -2.418928 0.922282 0.179576 0.496 0.456 -0.573
H -0.370920 0.227216 2.338030 -1.052 -0.626 0.723
H 0.470787 0.847528 1.254912 -0.970 0.970 -1.852
H -2.649632 0.783614 1.895083 0.335 -1.124 0.577

No. 2
15
Properties=species:S:1:pos:R:3:forces:R:3 method="wB97M-V/def2-TZVPD" smiles="C=CCC.O" e_above_lowest_kcal_mol=34.2 homo_lumo_gap_ev=10.13 homo_ev=-9.45 fmax_ev_per_a=2.332
C -2.522405 -1.286840 0.113391 1.385 -0.258 0.306
C -2.168438 -0.329297 -0.741791 -0.897 -0.655 -0.496
C -0.771722 0.238365 -0.989630 -1.196 -1.861 0.737
C 0.273889 -0.862336 -0.964962 0.034 -0.706 -1.019
H -3.515287 -1.514744 0.463714 -0.340 -0.092 -0.641
H -1.736970 -1.915155 0.551125 -0.247 0.475 0.374
H -2.967669 0.011307 -1.404469 0.065 0.732 0.479
H -0.834826 0.671570 -1.975542 0.463 0.930 0.107
H -0.670338 0.857010 -0.094201 0.499 0.851 -0.745
H 0.037116 -1.607533 -1.739210 -0.360 -0.052 0.352
H 1.252598 -0.561106 -1.319316 0.371 0.521 0.567
H 0.320362 -1.379015 -0.008266 0.228 0.119 -0.018
O 4.000271 1.791451 2.056178 -0.536 0.337 0.210
H 3.326839 1.878725 1.371183 0.188 -0.146 -0.144
H 3.581610 2.259368 2.794824 0.345 -0.194 -0.068

No. 3
15
Properties=species:S:1:pos:R:3:forces:R:3 method="wB97M-V/def2-TZVPD" smiles=CCCCO e_above_lowest_kcal_mol=26.7 homo_lumo_gap_ev=11.28 homo_ev=-10.30 fmax_ev_per_a=2.485
C 0.529543 -2.111983 -0.329961 0.033 0.173 -0.766
C -0.329012 -0.840351 -0.276020 -0.315 0.384 -0.394
C 0.230869 0.281177 0.564712 -0.072 0.072 0.085
C -0.394210 1.569977 0.086760 -0.085 -0.245 -0.146
O -0.007890 2.599200 0.965885 -0.060 0.501 0.003
H 1.509821 -2.098307 0.168760 -0.518 0.237 0.029
H 0.038498 -3.083058 -0.179962 -0.002 0.509 0.058
H 0.655153 -1.904853 -1.375086 1.394 -1.895 -0.800
H -0.336994 -0.443892 -1.340278 -0.304 -0.221 1.151
H -1.372830 -1.082447 -0.068179 0.000 0.221 0.339
H 1.323137 0.334056 0.443323 -0.240 0.008 0.007
H 0.035501 0.141628 1.632347 -0.035 0.012 -0.068
H -0.065806 1.765382 -0.950447 -0.012 0.043 0.273
H -1.490762 1.439828 0.050295 0.176 0.158 0.112
H -0.325018 3.433643 0.607853 0.040 0.044 0.116

No. 4
15
Properties=species:S:1:pos:R:3:forces:R:3 method="wB97M-V/def2-TZVPD" smiles="C/C=C/C.O" e_above_lowest_kcal_mol=23.7 homo_lumo_gap_ev=9.83 homo_ev=-9.15 fmax_ev_per_a=1.604
C -2.640258 1.218151 1.919244 -0.201 0.505 -0.459
C -2.031645 0.188221 1.013173 1.402 0.760 0.178
C -1.088827 0.448187 0.100985 -0.692 -1.362 -0.341
C -0.533962 -0.702023 -0.719583 0.627 1.168 -0.215
H -1.935988 1.981104 2.259559 0.279 -0.345 0.098
H -3.355499 1.817671 1.350331 -0.408 -0.218 0.167
H -3.122123 0.771792 2.782637 -0.130 0.050 0.041
H -2.223101 -0.859478 1.204336 -0.367 -0.055 0.001
H -0.749200 1.436557 -0.176832 -0.098 0.244 0.251
H -0.879551 -0.658152 -1.756573 -0.447 -0.284 0.149
H 0.544940 -0.575703 -0.861585 0.076 -0.221 0.384
H -0.744479 -1.642772 -0.226050 -0.039 -0.242 -0.256
O 5.149803 -0.957613 -1.894027 -0.663 0.027 0.436
H 4.523592 -0.310858 -2.272639 0.367 -0.568 0.463
H 4.721504 -1.343251 -1.098208 0.293 0.541 -0.897

No. 5
15
Properties=species:S:1:pos:R:3:forces:R:3 method="wB97M-V/def2-TZVPD" s2=0.754 total_charge=+1 spin_multiplicity=2 e_above_lowest_kcal_mol=31.0 homo_lumo_gap_ev="10.20 / 6.53" homo_ev="-15.73 / -15.73" fmax_ev_per_a=1.542
C 1.363094 -0.699943 1.223046 -0.630 0.405 0.310
C 0.446151 0.433118 1.688963 -0.460 -0.227 -0.829
H 2.409341 -0.422907 1.247413 0.170 -0.164 -0.008
H 1.075724 -1.014936 0.215851 0.214 -0.056 -0.152
H 1.149935 -1.554490 1.859447 0.411 -0.189 0.004
H 0.501058 1.333357 1.077500 0.481 0.219 0.064
H -0.582358 0.094849 1.524764 -0.160 -0.036 0.514
H 0.590824 0.695145 2.732491 -0.053 0.018 0.006
C -1.908932 0.408942 -1.286715 -0.350 -0.479 -0.336
C -0.659918 0.329250 -1.922011 -0.251 0.455 -0.703
O -0.103078 -0.799965 -2.222632 -0.205 -0.406 1.473
H -2.298450 1.378564 -1.025241 -0.016 0.201 0.088
H -2.517928 -0.473044 -1.094267 0.259 0.045 0.044
H -0.199431 1.237503 -2.301029 0.384 0.194 0.445
H 0.733969 -0.945442 -1.717579 0.206 0.020 -0.917

No. 6
16
Properties=species:S:1:pos:R:3:forces:R:3 method="wB97M-V/def2-TZVPD" e_above_lowest_kcal_mol=91.0 homo_lumo_gap_ev=9.07 homo_ev=-8.24 fmax_ev_per_a=0.851
C 0.136707 2.004260 0.134580 -0.024 -0.002 0.005
C 0.907716 0.703129 0.027213 0.119 0.154 0.043
O 0.094891 -0.266153 -0.626865 -0.015 0.043 -0.056
C 0.721388 -1.531047 -0.728921 0.184 -0.147 -0.046
C -2.202040 -1.198240 1.301035 0.149 0.250 -0.661
O -2.380306 -0.733832 0.087795 -0.282 -0.282 0.752
H -0.152587 2.368056 -0.856153 0.034 -0.090 0.124
H 0.750292 2.777122 0.611532 -0.086 -0.201 -0.059
H -0.767072 1.863744 0.734038 0.082 0.053 -0.061
H 1.191565 0.325563 1.022340 -0.061 0.054 -0.153
H 1.827915 0.847121 -0.556924 -0.083 -0.063 0.064
H 0.986532 -1.922068 0.262009 -0.023 0.076 -0.078
H 1.630583 -1.431535 -1.330995 -0.031 -0.158 0.006
H -1.083958 -1.133793 1.514219 -0.300 0.066 -0.153
H 0.032534 -2.235871 -1.208690 0.115 0.301 0.072
H -1.550323 -0.429497 -0.354886 0.220 -0.054 0.203

No. 7
16
Properties=species:S:1:pos:R:3:forces:R:3 method="wB97M-V/def2-TZVPD" smiles=COCCOC e_above_lowest_kcal_mol=38.0 homo_lumo_gap_ev=10.97 homo_ev=-9.86 fmax_ev_per_a=0.316
C -0.736585 -2.638483 1.106036 -0.109 -0.226 0.184
O -0.172799 -1.764281 0.164941 0.035 0.005 -0.065
C -0.139239 -0.430251 0.609977 0.011 0.236 0.038
C 0.375738 0.412971 -0.544944 0.045 -0.251 -0.028
O 0.008604 1.750509 -0.319732 -0.021 0.019 0.105
C 0.328112 2.578821 -1.406789 0.061 0.236 -0.200
H -0.790188 -3.624904 0.638785 0.011 0.130 0.107
H -0.125868 -2.706816 2.019877 -0.069 0.033 -0.132
H -1.752988 -2.323183 1.391271 0.154 -0.030 -0.059
H -1.146991 -0.076996 0.881835 0.110 -0.073 -0.066
H 0.502861 -0.326864 1.500302 -0.091 -0.023 -0.133
H 1.468978 0.319719 -0.644536 -0.131 0.008 0.007
H -0.077544 0.028666 -1.472050 0.024 0.082 0.091
H -0.003026 3.588926 -1.157552 0.040 -0.119 -0.033
H 1.411408 2.601554 -1.604140 -0.143 -0.050 0.055
H -0.185412 2.252123 -2.324437 0.073 0.022 0.130

No. 8
16
Properties=species:S:1:pos:R:3:forces:R:3 method="wB97M-V/def2-TZVPD" smiles="O=CO.CCC" e_above_lowest_kcal_mol=35.4 homo_lumo_gap_ev=11.31 homo_ev=-10.59 fmax_ev_per_a=3.627
O -1.154683 -1.620776 -0.878346 -0.418 -1.619 0.471
C -2.283626 -1.604330 -0.479691 -1.114 1.496 -0.313
O -3.190872 -2.571895 -0.105788 2.486 -0.316 -0.454
H -2.788627 -0.632512 -0.433303 -0.394 -0.056 0.262
H -2.689271 -3.423576 -0.115675 -0.594 0.493 -0.007
C 0.516099 1.894376 -0.311748 -1.604 2.430 -0.659
C 1.569117 0.905975 -0.211588 0.869 -3.462 -0.640
C 1.253684 -0.144217 0.991892 2.553 1.096 -1.433
H 1.010732 2.892559 -0.595619 -1.299 -1.009 0.790
H -0.217240 1.665272 -1.132533 0.526 0.168 0.882
H -0.024346 1.849783 0.674937 0.240 1.075 -1.048
H 1.657301 0.373156 -1.212190 0.078 0.284 1.218
H 2.576152 1.373561 -0.063450 -0.828 -0.592 0.391
H 2.244945 -0.682991 0.958706 -1.297 -0.040 1.043
H 0.386011 -0.805613 1.085719 0.205 0.129 -1.188
H 1.134624 0.531230 1.828676 0.591 -0.077 0.685

No. 9
16
Properties=species:S:1:pos:R:3:forces:R:3 method="wB97M-V/def2-TZVPD" smiles="[H][H].C=COC.C=O" e_above_lowest_kcal_mol=90.8 homo_lumo_gap_ev=9.85 homo_ev=-8.95 fmax_ev_per_a=0.717
H -1.533406 0.702367 0.385519 -0.412 0.051 0.097
H -1.397181 0.528985 1.098647 -0.395 0.071 -0.229
C 1.436662 0.620744 0.120563 0.237 0.161 -0.658
C 0.414536 0.461104 -0.719254 0.405 0.249 -0.074
O 0.109667 -0.740195 -1.247749 0.169 -0.005 0.012
C -1.074552 -0.794838 -2.022775 -0.230 -0.038 -0.177
H 2.124746 -0.196769 0.293806 -0.033 0.058 0.061
H 1.649692 1.595279 0.538046 0.039 -0.050 -0.187
H -0.203534 1.299601 -1.035432 0.034 -0.160 0.056
H -1.101522 0.012784 -2.765087 0.024 -0.119 0.099
H -1.057764 -1.756189 -2.538198 -0.055 0.146 0.055
H -1.966672 -0.734345 -1.386773 0.166 -0.010 -0.087
C 0.654618 -0.242684 2.291544 -0.249 -0.093 0.633
O -0.411699 0.226316 2.619168 0.511 -0.322 0.298
H 0.752755 -1.221263 1.786690 -0.171 0.094 0.089
H 1.603654 0.239104 2.581285 -0.040 -0.033 0.012

No. 10
16
Properties=species:S:1:pos:R:3:forces:R:3 method="wB97M-V/def2-TZVPD" e_above_lowest_kcal_mol=97.0 homo_lumo_gap_ev=9.16 homo_ev=-8.36 fmax_ev_per_a=0.534
C 0.250044 -1.657963 -1.333313 0.006 -0.169 -0.128
O 0.429562 -0.565893 -0.454431 0.025 0.088 0.059
C -0.609464 0.397492 -0.604493 -0.201 0.198 -0.054
C -0.374178 1.650656 0.227378 -0.009 0.089 -0.117
C 0.319857 0.204476 2.541232 0.269 -0.459 0.047
O 1.490956 0.074395 1.977175 -0.044 -0.132 0.115
H 0.267196 -1.324448 -2.381692 0.005 -0.026 0.181
H 1.070341 -2.360875 -1.172044 -0.113 0.120 0.007
H -0.705619 -2.170946 -1.147611 0.151 0.103 0.020
H -1.571832 -0.076413 -0.354537 0.127 0.086 0.019
H -0.652247 0.687279 -1.666141 -0.032 -0.049 0.122
H 0.596184 2.093667 -0.014493 -0.129 0.001 -0.019
H -1.166184 2.366751 -0.001879 0.097 0.017 -0.162
H -0.401702 1.530992 1.316372 -0.162 -0.004 -0.351
H -0.397390 -0.417822 1.934795 0.130 0.044 0.178
H 1.454475 -0.431349 1.133683 -0.120 0.093 0.082

No. 11
16
Properties=species:S:1:pos:R:3:forces:R:3 method="wB97M-V/def2-TZVPD" e_above_lowest_kcal_mol=177.8 homo_lumo_gap_ev=4.57 homo_ev=-8.13 fmax_ev_per_a=3.417
C -1.325594 0.126343 0.741235 0.465 -0.931 0.611
C 0.810566 0.077364 -0.383489 -0.662 1.625 0.943
C -0.455721 -0.690921 -0.314849 -0.252 -1.023 -0.658
C 0.562290 1.454082 -0.838908 2.755 -1.151 -1.663
O -1.507151 1.364354 0.337143 -0.114 1.190 -0.274
H -0.845048 0.027995 1.720837 0.058 0.044 0.025
H -2.273107 -0.425597 0.746936 -0.188 -0.031 -0.373
H -0.270907 -1.694117 0.057141 -0.084 -0.068 0.285
H 1.511016 -0.521619 -1.029644 0.107 -0.408 0.079
H -0.974361 -0.743101 -1.278392 -0.066 0.168 0.149
H 1.360346 2.172736 -0.640473 -0.362 0.151 0.338
H 1.281938 0.031335 0.591092 0.287 0.035 0.026
H 0.250986 1.522639 -1.873889 -0.465 0.174 -0.148
H 2.319335 -2.746484 0.753301 0.435 -0.415 0.062
H -0.415298 1.716347 -0.222266 -1.522 0.260 0.948
O 1.789561 -2.028810 0.415281 -0.392 0.380 -0.351

No. 12
16
Properties=species:S:1:pos:R:3:forces:R:3 method="wB97M-V/def2-TZVPD" smiles="C=CO.CCO" e_above_lowest_kcal_mol=42.6 homo_lumo_gap_ev=9.88 homo_ev=-9.00 fmax_ev_per_a=1.768
C 2.037841 -0.889990 1.144215 0.527 0.486 0.106
C 2.541397 0.261645 0.725539 0.003 0.071 -1.392
O 2.232297 0.894102 -0.457025 -0.668 -0.123 0.359
H 2.560319 -1.336235 1.974472 -0.449 -0.228 0.268
H 1.227885 -1.373637 0.616903 0.042 -0.176 0.073
H 3.345666 0.820953 1.155210 0.339 -0.097 0.641
H 1.514758 0.401927 -0.882226 0.115 -0.018 -0.103
C -2.917862 -0.417575 0.380751 -0.317 0.195 -0.018
C -2.274643 0.128515 -0.914243 0.081 -1.608 0.731
O -0.842250 0.041469 -0.770148 -0.155 0.582 -0.347
H -3.782781 0.162470 0.713414 0.324 0.286 0.142
H -3.320939 -1.430885 0.321083 0.329 -0.074 -0.426
H -2.117792 -0.446052 1.118614 -0.275 0.201 0.315
H -2.592350 1.139442 -1.148720 -0.018 0.042 -0.126
H -2.518380 -0.579653 -1.703613 -0.087 0.432 -0.394
H -0.560462 0.919130 -0.499925 0.208 0.030 0.171

No. 13
16
Properties=species:S:1:pos:R:3:forces:R:3 method="wB97M-V/def2-TZVPD" smiles=COC[C@@H](C)O e_above_lowest_kcal_mol=74.6 homo_lumo_gap_ev=10.44 homo_ev=-9.59 fmax_ev_per_a=4.506
C -1.223370 -0.529275 -1.989825 -1.432 -0.575 4.233
O -0.191464 0.336741 -1.896931 3.003 1.262 1.249
C 0.813090 0.495267 -0.498758 -1.271 -0.140 -3.354
C 0.162398 0.249986 0.780975 -2.270 -2.788 -1.015
C 0.984911 -0.429167 1.832726 0.292 0.224 0.626
O -0.572306 1.285332 1.369159 0.092 0.542 -0.310
H -2.113169 0.104452 -2.173478 0.054 -1.066 -1.058
H -1.033271 -1.529108 -2.433741 -0.311 0.856 -0.530
H -1.476440 -0.799085 -0.866476 -0.112 -0.241 -1.645
H 0.984170 1.506985 -0.829951 0.720 0.254 0.543
H 1.593205 -0.226693 -0.738636 0.009 0.313 0.131
H -0.599651 -0.626977 0.419597 1.168 1.568 0.914
H 0.282928 -0.761379 2.599055 0.252 -0.189 0.054
H 1.658403 0.287549 2.302973 0.130 0.007 0.012
H 1.572096 -1.266447 1.447091 -0.242 0.070 0.021
H -0.841530 1.901819 0.676219 -0.079 -0.097 0.131

No. 14
16
Properties=species:S:1:pos:R:3:forces:R:3 method="wB97M-V/def2-TZVPD" smiles="C/C=C/CO.O" e_above_lowest_kcal_mol=46.0 homo_lumo_gap_ev=10.22 homo_ev=-9.37 fmax_ev_per_a=3.157
C -0.128845 -0.210967 2.114942 -0.668 1.371 2.764
C -0.371019 0.440924 0.840062 1.089 0.631 -2.744
C 0.458151 0.358629 -0.217547 -0.629 -0.090 1.778
C 0.336498 1.117117 -1.475050 1.411 0.235 -2.338
O 1.529782 0.832440 -2.309416 -1.111 -0.126 0.115
H -1.008309 -0.609733 2.629923 -0.087 -0.656 -0.612
H 0.740187 -0.843717 2.266554 -0.006 -0.168 -0.561
H 0.002271 0.643838 2.820486 0.466 -0.338 -0.178
H -1.123360 1.210628 0.698117 -0.554 -0.293 0.626
H 1.343810 -0.253676 -0.100199 0.053 -0.170 -0.429
H 0.320471 2.206977 -1.431632 -0.119 0.020 0.765
H -0.483297 0.868048 -2.156534 -0.495 -0.258 0.741
H 1.135510 0.398717 -3.080254 0.702 0.085 0.158
O -0.953487 -2.379349 -0.463629 -0.408 0.590 0.109
H -1.335149 -1.483211 -0.493885 0.105 -0.490 -0.303
H -0.463217 -2.296665 0.358064 0.250 -0.345 0.110

No. 15
16
Properties=species:S:1:pos:R:3:forces:R:3 method="wB97M-V/def2-TZVPD" smiles=C[C@@H](O)CCO e_above_lowest_kcal_mol=44.6 homo_lumo_gap_ev=10.43 homo_ev=-9.56 fmax_ev_per_a=1.685
C 1.076878 0.500369 -1.470559 0.233 0.008 -0.132
C 0.654029 -0.222617 -0.228100 0.782 0.084 0.132
O 1.415406 0.479651 0.975930 -0.636 -0.335 -1.063
C -0.889761 -0.566661 -0.310532 0.465 0.439 0.354
C -1.454354 -0.478887 1.096167 -0.113 -0.169 0.061
O -0.885442 0.660968 1.682565 -0.271 0.117 1.082
H 2.106888 0.829205 -1.346278 0.067 0.018 -0.328
H 0.997265 -0.162742 -2.336311 0.043 0.090 0.019
H 0.423166 1.363826 -1.652810 0.204 -0.140 0.102
H 1.155294 -1.161551 -0.037502 0.203 -0.279 -0.560
H 1.502302 1.455638 0.933648 -0.435 -0.716 -0.623
H -1.005628 -1.571529 -0.776177 0.367 0.478 0.420
H -1.440464 0.113995 -0.980545 0.464 0.119 0.323
H -1.229770 -1.410312 1.644796 0.048 0.227 0.069
H -2.547627 -0.367814 1.096240 0.256 -0.012 -0.014
H 0.121821 0.538462 1.709467 -1.676 0.074 0.158